Computed, not measured: a cluster of 3 separate species, C21H47Cl2NO7P in total, with wB97M-V/def2-TZVPD.

Properties
Energy ... -2671.1984 hartree
Charge ... +1
Energy above the lowest of the compared OMol25 structures with the same formula, charge and spin ... 0.0 kcal/mol
Frontier orbital gap ... 7.8 eV

Bonds (Å) are listed after each position.
Cartesian coordinates (Å):
1 C 0.13 -1.22 3.74  C2 1.524, H15 1.092, H16 1.089, H17 1.088
2 C 0.59 -0.76 2.36  C1 1.524, N3 1.488, H18 1.088, H19 1.090
3 N -0.46 -0.01 1.61  C2 1.488, P4 1.640, H20 1.017
4 P -0.46 1.60 1.32  N3 1.640, O5 1.584, C6 1.801, C10 1.796
5 O -0.77 1.82 -0.22  P4 1.584, H21 0.971
6 C -1.79 2.45 2.19  P4 1.801, C7 1.545, H22 1.092, H23 1.095
7 C -2.33 1.81 3.49  C6 1.545, C8 1.527, C9 1.532, H24 1.091
8 C -2.77 2.92 4.44  C7 1.527, H25 1.092, H26 1.091, H27 1.089
9 C -3.53 0.92 3.17  C7 1.532, H28 1.094, H29 1.091, H30 1.091
10 C 1.16 2.37 1.49  P4 1.796, Cl11 1.730, C12 1.339
11 Cl 1.97 2.68 -0.01  C10 1.730
12 C 1.75 2.67 2.65  C10 1.339, C13 1.487, Cl14 1.729
13 C 3.09 3.28 2.84  C12 1.487, H31 1.084, H32 1.093, H33 1.089
14 Cl 0.90 2.33 4.12  C12 1.729
15 H -0.94 -1.42 3.75  C1 1.092
16 H 0.65 -2.14 3.99  C1 1.089
17 H 0.37 -0.49 4.51  C1 1.088
18 H 1.50 -0.17 2.40  C2 1.088
19 H 0.82 -1.64 1.76  C2 1.090
20 H -1.37 -0.31 1.93  N3 1.017
21 H -1.32 1.12 -0.60  O5 0.971
22 H -1.50 3.50 2.31  C6 1.092
23 H -2.60 2.44 1.46  C6 1.095
24 H -1.58 1.20 3.99  C7 1.091
25 H -3.47 3.59 3.94  C8 1.092
26 H -1.92 3.53 4.75  C8 1.091
27 H -3.26 2.51 5.33  C8 1.089
28 H -3.34 0.18 2.39  C9 1.094
29 H -3.82 0.36 4.06  C9 1.091
30 H -4.39 1.52 2.87  C9 1.091
31 H 3.51 3.66 1.92  C13 1.084
32 H 3.76 2.52 3.24  C13 1.093
33 H 3.03 4.07 3.59  C13 1.089
34 C 3.49 -0.26 -0.31  O35 1.401, H43 1.100, H44 1.088, H45 1.097
35 O 4.64 -1.06 -0.20  C34 1.401, C36 1.418
36 C 4.38 -2.46 -0.16  O35 1.418, C37 1.512, H46 1.097, H47 1.099
37 C 5.37 -3.24 -0.99  C36 1.512, O38 1.414, H48 1.093, H49 1.092
38 O 5.22 -3.09 -2.39  C37 1.414, C39 1.418
39 C 5.62 -1.88 -3.00  O38 1.418, C40 1.512, H50 1.093, H51 1.092
40 C 7.12 -1.64 -3.05  C39 1.512, O41 1.415, H52 1.098, H53 1.095
41 O 7.64 -1.34 -1.77  C40 1.415, C42 1.411
42 C 8.90 -1.92 -1.50  O41 1.411, H54 1.095, H55 1.089, H56 1.095
43 H 2.99 -0.15 0.66  C34 1.100
44 H 3.82 0.72 -0.64  C34 1.088
45 H 2.78 -0.66 -1.04  C34 1.097
46 H 3.36 -2.67 -0.51  C36 1.097
47 H 4.47 -2.80 0.88  C36 1.099
48 H 5.16 -4.30 -0.80  C37 1.093
49 H 6.39 -3.05 -0.66  C37 1.092
50 H 5.11 -1.02 -2.56  C39 1.093
51 H 5.29 -1.97 -4.03  C39 1.092
52 H 7.30 -0.79 -3.72  C40 1.098
53 H 7.61 -2.52 -3.47  C40 1.095
54 H 8.92 -2.97 -1.80  C42 1.095
55 H 9.06 -1.86 -0.43  C42 1.089
56 H 9.70 -1.39 -2.01  C42 1.095
57 C -7.62 -1.50 -1.65  O58 1.411, H66 1.095, H67 1.088, H68 1.096
58 O -6.84 -0.46 -2.20  C57 1.411, C59 1.410
59 C -6.50 0.57 -1.30  O58 1.410, C60 1.512, H69 1.097, H70 1.098
60 C -5.07 1.04 -1.49  C59 1.512, O61 1.425, H71 1.094, H72 1.091
61 O -4.07 0.11 -1.09  C60 1.425, C62 1.424
62 C -3.88 -1.07 -1.87  O61 1.424, C63 1.513, H73 1.090, H74 1.094
63 C -3.28 -0.85 -3.24  C62 1.513, O64 1.409, H75 1.098, H76 1.099
64 O -4.19 -0.24 -4.12  C63 1.409, C65 1.411
65 C -3.63 0.71 -4.99  O64 1.411, H77 1.096, H78 1.088, H79 1.095
66 H -8.67 -1.20 -1.55  C57 1.095
67 H -7.57 -2.34 -2.33  C57 1.088
68 H -7.24 -1.81 -0.67  C57 1.096
69 H -6.64 0.24 -0.26  C59 1.097
70 H -7.15 1.43 -1.47  C59 1.098
71 H -4.93 1.90 -0.83  C60 1.094
72 H -4.91 1.37 -2.52  C60 1.091
73 H -4.80 -1.65 -1.94  C62 1.090
74 H -3.15 -1.66 -1.30  C62 1.094
75 H -3.00 -1.84 -3.64  C63 1.098
76 H -2.36 -0.25 -3.15  C63 1.099
77 H -2.95 1.39 -4.46  C65 1.096
78 H -4.45 1.30 -5.41  C65 1.088
79 H -3.09 0.24 -5.81  C65 1.095